No. 1
Molecular formula: C15H10N2O3ReS3
Method: DFT, ωB97M-V with the def2-TZVPD basis set

Spin multiplicity: 2
Total charge: 0
E_HOMO (alpha / beta), eV: -8.50 / -8.28
Orbital gap (alpha / beta), Ha: 0.2562 / 0.2323
E, eV: -59475.682
ΔE to the lowest compared entry with this formula, charge and spin, kJ/mol: 0.0

Last column: Mulliken spin population.
Element x y z (Å)
Re -0.08 0.11 -0.06  0.978
O 3.77 -2.07 -0.95  0.000
C 4.20 -2.11 0.33  -0.004
C 5.38 -2.83 0.55  0.002
C 5.90 -2.92 1.82  -0.002
C 5.27 -2.31 2.90  0.001
C 4.11 -1.60 2.69  -0.002
C 3.56 -1.48 1.41  -0.004
C 2.32 -0.71 1.24  -0.003
O 1.80 -0.63 0.02  -0.005
N 1.76 -0.13 2.25  0.005
N 0.61 0.52 1.82  -0.053
C 0.10 1.38 2.63  0.052
C -0.97 2.27 2.29  0.000
C -1.60 3.00 3.31  0.015
C -2.59 3.91 3.02  -0.009
C -2.96 4.13 1.69  0.018
C -2.33 3.46 0.66  -0.014
C -1.34 2.52 0.96  0.026
O -0.72 1.90 -0.07  -0.039
H 2.94 -1.56 -0.97  -0.001
H 5.85 -3.30 -0.29  0.000
H 6.82 -3.49 1.98  0.000
H 5.69 -2.39 3.90  0.000
H 3.60 -1.12 3.51  -0.001
H 0.56 1.45 3.61  -0.003
H -1.30 2.83 4.34  0.000
H -3.08 4.45 3.82  0.000
H -3.73 4.85 1.46  0.001
H -2.59 3.62 -0.37  -0.001
S -3.19 -3.00 -1.27  0.027
C -2.10 -1.91 -0.81  0.006
S -2.37 -0.46 0.13  0.034
S -0.36 -1.95 -1.11  -0.021

---

No. 2
Molecular formula: C2HNO3S
Method: DFT, ωB97M-V with the def2-TZVPD basis set

Total charge: 0
E_HOMO, eV: -9.15
Orbital gap, Ha: 0.3514
E, eV: -20557.836
ΔE to the lowest compared entry with this formula, charge and spin, kJ/mol: 4.3
Structure (SMILES): O=C=NS.O=C=O

Last column: Löwdin charge in e.
Element x y z (Å)
O 1.72 0.59 2.02  0.201
C 1.26 -0.02 1.18  -0.420
N 0.71 -0.49 0.22  -0.345
S 0.40 -1.98 -0.44  0.814
H -0.49 -1.52 -1.27  -0.179
O -1.39 0.34 -1.35  0.158
C -1.21 1.14 -0.55  -0.480
O -0.99 1.95 0.19  0.253

---

No. 3
Molecular formula: C58H61NO5S
Method: DFT, ωB97M-V with the def2-TZVPD basis set

Total charge: 0
E_HOMO, eV: -8.90
Orbital gap, Ha: 0.3020
E, eV: -83694.558
Structure (SMILES): CCOc1cc(CCCS)c2c(c1)C(=O)c1cc(OC[C@@H](C)O)c(N)cc1C2=O.c1ccccc1.c1ccccc1.c1ccccc1.c1ccccc1.c1ccccc1.c1ccccc1

Last column: Löwdin charge in e.
Element x y z (Å)
C 3.17 -1.42 9.89  -0.079
C 2.39 -0.53 8.85  -0.260
O 3.03 0.75 8.62  -0.068
C 2.55 1.22 7.38  -0.214
C 3.44 1.79 6.38  0.072
C 2.97 2.25 5.06  -0.104
C 3.89 2.85 3.95  -0.173
C 5.35 3.17 4.40  -0.257
C 6.14 3.65 3.09  -0.556
S 6.46 2.30 1.88  0.653
C 1.54 2.12 4.76  -0.023
C 0.60 1.58 5.77  -0.044
C 1.11 1.15 7.05  0.051
C -0.91 1.48 5.37  -0.276
O -1.82 1.72 6.13  0.089
C -1.15 0.99 3.91  -0.058
C -2.21 0.07 3.60  0.070
C -2.35 -0.38 2.21  -0.188
O -3.37 -1.28 1.92  -0.101
C -3.19 -2.56 2.56  -0.137
C -2.12 -3.46 1.81  -0.347
C -0.72 -3.26 2.53  -0.033
O -2.59 -4.82 1.88  -0.053
C -1.40 0.11 1.19  -0.183
N -1.46 -0.33 -0.18  0.078
C -0.34 1.08 1.53  0.071
C -0.21 1.53 2.90  -0.054
C 0.90 2.52 3.39  -0.277
O 1.20 3.52 2.78  0.104
H 4.24 -1.59 9.64  0.079
H 3.01 -1.02 10.93  0.080
H 2.64 -2.42 9.89  0.082
H 1.37 -0.35 9.30  0.119
H 2.29 -1.15 7.92  0.133
H 4.54 1.88 6.55  0.112
H 3.43 3.82 3.61  0.123
H 3.84 2.15 3.08  0.099
H 5.33 4.09 5.06  0.124
H 5.91 2.31 4.86  0.102
H 7.10 4.16 3.35  0.077
H 5.48 4.42 2.61  0.071
H 5.26 1.71 1.54  -0.145
H 0.36 0.74 7.78  0.120
H -2.90 -0.27 4.42  0.138
H -2.89 -2.50 3.64  0.124
H -4.19 -3.07 2.54  0.142
H -2.12 -3.13 0.74  0.134
H -0.41 -4.14 3.15  0.084
H 0.10 -3.03 1.79  0.088
H -0.75 -2.38 3.23  0.074
H -2.16 -5.18 2.68  0.084
H -2.20 0.14 -0.72  0.077
H -1.55 -1.34 -0.19  0.068
H 0.33 1.46 0.73  0.125
C 0.02 -0.19 -3.34  -0.092
C 1.11 0.38 -3.99  -0.091
C 1.38 0.05 -5.31  -0.102
C 0.56 -0.84 -5.99  -0.114
C -0.52 -1.42 -5.34  -0.115
C -0.80 -1.09 -4.02  -0.100
H -0.20 0.07 -2.31  0.069
H 1.75 1.08 -3.46  0.101
H 2.23 0.50 -5.82  0.102
H 0.77 -1.10 -7.02  0.106
H -1.16 -2.12 -5.87  0.105
H -1.65 -1.53 -3.51  0.097
C -5.78 1.02 0.95  -0.088
C -5.21 0.21 -0.02  -0.104
C -4.90 0.73 -1.28  -0.107
C -5.18 2.06 -1.56  -0.094
C -5.76 2.87 -0.59  -0.094
C -6.06 2.35 0.66  -0.089
H -6.01 0.62 1.93  0.104
H -4.99 -0.83 0.20  0.093
H -4.45 0.10 -2.03  0.098
H -4.94 2.47 -2.54  0.092
H -5.98 3.91 -0.82  0.099
H -6.51 2.99 1.42  0.102
C -3.29 5.59 6.61  -0.091
C -2.74 4.76 5.65  -0.082
C -2.46 5.26 4.38  -0.087
C -2.74 6.58 4.08  -0.098
C -3.31 7.41 5.04  -0.103
C -3.58 6.91 6.31  -0.102
H -3.50 5.20 7.60  0.101
H -2.52 3.72 5.88  0.070
H -2.02 4.61 3.63  0.097
H -2.52 6.97 3.09  0.099
H -3.54 8.44 4.80  0.098
H -4.02 7.56 7.06  0.098
C 2.05 -3.83 -5.01  -0.084
C 3.20 -4.47 -5.46  -0.088
C 3.23 -5.86 -5.56  -0.107
C 2.12 -6.60 -5.21  -0.098
C 0.97 -5.97 -4.75  -0.095
C 0.93 -4.58 -4.65  -0.090
H 2.02 -2.75 -4.94  0.083
H 4.07 -3.89 -5.73  0.101
H 4.13 -6.35 -5.91  0.091
H 2.14 -7.69 -5.29  0.101
H 0.10 -6.55 -4.47  0.100
H 0.04 -4.08 -4.30  0.090
C -3.22 4.74 -6.05  -0.097
C -4.21 5.65 -6.41  -0.098
C -4.95 6.30 -5.43  -0.098
C -4.71 6.04 -4.09  -0.097
C -3.72 5.12 -3.73  -0.107
C -2.98 4.48 -4.71  -0.097
H -2.64 4.24 -6.82  0.100
H -4.41 5.86 -7.46  0.100
H -5.72 7.01 -5.71  0.100
H -5.28 6.54 -3.32  0.099
H -3.54 4.91 -2.68  0.098
H -2.22 3.76 -4.43  0.100
C 6.36 -9.18 -9.76  -0.099
C 6.65 -7.90 -9.29  -0.098
C 5.64 -7.10 -8.78  -0.099
C 4.34 -7.57 -8.74  -0.102
C 4.04 -8.84 -9.22  -0.095
C 5.05 -9.64 -9.73  -0.098
H 7.15 -9.80 -10.15  0.099
H 7.67 -7.54 -9.32  0.100
H 5.87 -6.11 -8.41  0.099
H 3.55 -6.94 -8.34  0.091
H 3.02 -9.20 -9.20  0.100
H 4.82 -10.63 -10.10  0.100

---

No. 4
Molecular formula: C28H63FIN5O8PS2
Method: DFT, ωB97M-V with the def2-TZVPD basis set

Total charge: +1
E_HOMO, eV: -9.58
Orbital gap, Ha: 0.2047
E, eV: -95659.479

Last column: Löwdin charge in e.
Element x y z (Å)
C 6.90 -0.40 -2.38  -0.100
C 6.42 0.63 -3.41  -0.255
C 7.41 1.79 -3.58  -0.210
C 7.60 2.25 -5.03  -0.204
C 6.34 2.76 -5.75  -0.210
C 5.85 4.14 -5.28  -0.187
C 4.96 4.16 -4.03  -0.195
C 3.78 3.19 -4.07  -0.200
C 3.13 3.11 -2.68  -0.137
C 1.98 2.08 -2.60  -0.207
N 1.23 2.13 -3.90  -0.034
P 0.65 0.65 -4.68  0.166
O 1.55 0.62 -6.00  -0.163
O 1.31 -0.40 -3.70  -0.169
S -1.21 0.50 -5.01  0.428
C 0.42 3.19 -4.01  -0.442
N -0.06 3.55 -5.17  0.259
N 0.07 3.94 -2.91  0.113
C -0.16 3.12 -1.72  -0.097
C 1.07 2.27 -1.35  -0.365
C 1.79 2.96 -0.16  -0.166
C 3.01 2.26 0.46  -0.306
C 3.10 2.50 1.97  -0.654
I 4.11 0.91 2.95  0.810
S 0.38 0.70 -0.72  0.659
O -0.62 0.20 -1.60  -0.265
O 0.07 0.89 0.65  -0.204
F 1.59 -0.29 -0.80  -0.120
H 7.55 -1.14 -2.84  0.077
H 7.44 0.10 -1.57  0.074
H 6.05 -0.93 -1.93  0.065
H 5.45 1.02 -3.07  0.076
H 6.28 0.15 -4.39  0.108
H 8.38 1.45 -3.22  0.110
H 7.13 2.63 -2.94  0.098
H 8.36 3.03 -5.09  0.114
H 7.97 1.40 -5.60  0.115
H 6.61 2.86 -6.80  0.112
H 5.55 2.00 -5.71  0.086
H 6.73 4.74 -5.06  0.117
H 5.34 4.65 -6.10  0.110
H 5.55 3.99 -3.13  0.101
H 4.53 5.16 -3.93  0.118
H 4.12 2.18 -4.33  0.090
H 3.07 3.56 -4.81  0.111
H 2.81 4.11 -2.39  0.117
H 3.92 2.76 -2.00  0.110
H 2.48 1.11 -2.52  0.134
H 2.24 1.30 -6.03  0.081
H 0.93 -1.28 -3.81  0.118
H 0.36 3.25 -6.03  0.136
H -0.93 4.06 -5.20  0.154
H 0.73 4.70 -2.74  0.159
H -1.05 2.50 -1.90  0.130
H -0.41 3.78 -0.90  0.145
H 1.02 3.02 0.62  0.107
H 2.02 3.99 -0.44  0.129
H 3.94 2.62 0.03  0.103
H 2.98 1.18 0.30  0.060
H 2.12 2.62 2.43  0.047
H 3.71 3.37 2.19  0.040
C -5.69 -0.73 -0.03  -0.111
O -4.46 -1.09 -0.64  -0.189
C -3.31 -0.87 0.17  -0.215
C -2.69 -2.18 0.61  -0.210
N -3.54 -2.87 1.57  -0.042
C -3.12 -4.24 1.87  -0.201
C -3.14 -5.26 0.75  -0.226
O -4.43 -5.59 0.28  -0.172
C -4.97 -4.73 -0.70  -0.100
H -6.46 -0.80 -0.80  0.090
H -5.96 -1.40 0.79  0.080
H -5.66 0.29 0.35  0.088
H -3.56 -0.25 1.04  0.126
H -2.58 -0.34 -0.43  0.087
H -1.72 -1.97 1.07  0.123
H -2.51 -2.78 -0.30  0.108
H -4.49 -2.90 1.22  0.075
H -3.78 -4.61 2.66  0.108
H -2.11 -4.21 2.30  0.121
H -2.72 -6.19 1.15  0.124
H -2.49 -4.97 -0.09  0.110
H -4.18 -4.32 -1.35  0.087
H -5.54 -3.91 -0.26  0.073
H -5.65 -5.32 -1.31  0.090
C -3.32 -0.02 6.86  -0.121
O -4.13 -0.64 5.88  -0.194
C -3.49 -1.68 5.15  -0.216
C -4.07 -3.03 5.50  -0.216
N -3.73 -3.42 6.86  -0.048
C -4.42 -4.61 7.35  -0.200
C -5.94 -4.56 7.48  -0.229
O -6.40 -3.68 8.49  -0.176
C -6.54 -2.33 8.10  -0.102
H -3.87 0.85 7.23  0.088
H -3.11 -0.68 7.71  0.080
H -2.37 0.32 6.44  0.085
H -2.41 -1.67 5.33  0.122
H -3.66 -1.50 4.09  0.104
H -3.68 -3.78 4.81  0.105
H -5.16 -2.97 5.35  0.110
H -3.92 -2.65 7.49  0.070
H -4.02 -4.84 8.34  0.119
H -4.16 -5.45 6.70  0.117
H -6.27 -5.55 7.78  0.122
H -6.43 -4.33 6.52  0.111
H -6.82 -2.23 7.05  0.088
H -5.63 -1.75 8.28  0.072
H -7.33 -1.89 8.71  0.088